Record 1
The following is a DFT calculation (ωB97M-V/def2-TZVPD) of 2 unconnected molecules or ions with the total composition C4H6N2O.

Properties
Relative energy (zero: lowest compared OMol25 entry of this formula, charge and spin) (kcal per mole): 118.6
Highest occupied orbital energy (Ha): -0.3425

```
! RIJCOSX wB97M-V def2-TZVPD def2/J DEFGRID3
* xyz 0 1
N -2.300 0.609 -0.925
C -2.173 0.110 0.223
O -0.975 -0.358 0.703
C 0.180 -0.252 -0.097
C 1.406 -0.152 0.739
C 2.404 -0.035 -0.357
N 3.363 0.367 -0.876
H -3.264 0.870 -1.119
H -2.957 -0.040 0.977
H -0.014 0.370 -0.949
H 1.251 -0.973 -1.032
H 1.434 0.607 1.530
H 1.645 -1.124 1.182
*
```



Record 2
The following is a DFT calculation (ωB97M-V/def2-TZVPD) of a molecular structure, H13MnO10P.

Properties
Highest occupied orbital energy (spin up / spin down) (Ha): -0.0511 / -0.1169

```
! RIJCOSX wB97M-V def2-TZVPD def2/J DEFGRID3
* xyz -1 7
O -17.266 -5.572 -8.869
H -18.127 -5.916 -9.119
H -16.685 -5.567 -9.633
H -16.859 -6.037 -8.134
Mn -15.665 -5.343 -12.438
P -14.064 -6.124 -10.393
O -13.875 -7.708 -10.222
O -13.265 -5.178 -9.436
O -15.585 -5.876 -10.532
O -13.812 -5.765 -11.890
O -17.855 -5.208 -12.149
H -18.480 -4.578 -12.507
H -18.399 -5.865 -11.714
O -15.992 -7.414 -13.295
H -15.886 -7.701 -14.202
H -16.400 -8.159 -12.854
O -15.518 -3.266 -11.841
H -14.728 -2.766 -12.043
H -16.178 -2.602 -11.641
O -15.481 -4.714 -14.388
H -16.278 -4.935 -14.868
H -14.945 -4.233 -15.019
O -12.184 -4.164 -12.803
H -12.550 -3.333 -12.501
H -12.847 -4.815 -12.573
*
```



Record 3
The following is a DFT calculation (ωB97M-V/def2-TZVPD) of a single C4H8O2 molecule.

Properties
Relative energy (zero: lowest compared OMol25 entry of this formula, charge and spin) (kcal per mole): 8.4
Structure (SMILES): CCC(=O)OC
Highest occupied orbital energy (Ha): -0.3840

```
! RIJCOSX wB97M-V def2-TZVPD def2/J DEFGRID3
* xyz 0 1
C -2.264 -0.193 -0.028
C -1.015 0.559 0.417
C 0.232 0.013 -0.243
O 0.290 -0.457 -1.355
O 1.304 0.155 0.555
C 2.551 -0.207 -0.037
H -3.171 0.330 0.289
H -2.273 -0.290 -1.117
H -2.283 -1.199 0.403
H -1.074 1.619 0.138
H -0.890 0.546 1.504
H 3.314 0.039 0.704
H 2.571 -1.275 -0.271
H 2.710 0.361 -0.958
*
```



Record 4
The following is a DFT calculation (ωB97M-V/def2-TZVPD) of a gas-phase ion, C5H14N4O (charge +2).

Properties
Relative energy (zero: lowest compared OMol25 entry of this formula, charge and spin) (kcal per mole): 158.1
Highest occupied orbital energy (spin up / spin down) (Ha): -0.6822 / -0.6669

```
! RIJCOSX wB97M-V def2-TZVPD def2/J DEFGRID3
* xyz 2 1
C -0.559 1.782 0.364
C 0.402 -2.555 -0.867
C 1.906 -0.550 -1.240
C 1.279 -0.867 0.978
C 0.645 -1.123 -0.389
N -1.316 2.833 0.863
N -1.273 0.690 -0.192
N -2.585 2.668 1.248
N -0.574 -0.537 -0.768
O 0.634 1.886 0.382
H -0.324 -3.163 -0.198
H 0.210 -2.656 -1.881
H 1.211 -3.117 -0.828
H 2.462 0.264 -0.853
H 1.575 -0.437 -2.248
H 2.686 -1.239 -1.346
H 1.239 0.078 1.338
H 0.636 -1.464 1.703
H 2.291 -1.151 1.096
H -0.696 3.535 1.092
H -2.273 0.791 -0.379
H -3.266 3.417 1.305
H -2.944 1.984 1.900
H -1.368 -1.066 -1.078
*
```



Record 5
The following is a DFT calculation (ωB97M-V/def2-TZVPD) of 2 unconnected molecules or ions with the total composition CH4Cl2Si.

Properties
Relative energy (zero: lowest compared OMol25 entry of this formula, charge and spin) (kcal per mole): 49.8
Highest occupied orbital energy (Ha): -0.3679

```
! RIJCOSX wB97M-V def2-TZVPD def2/J DEFGRID3
* xyz 0 1
C 0.978 -0.091 -0.415
Si -0.713 -0.010 0.469
Cl -0.762 -0.939 2.277
Cl -2.091 -0.866 -0.731
H 1.927 0.187 0.082
H 1.035 -1.066 -0.915
H 0.607 0.718 -1.022
H -0.982 2.065 0.255
*
```



Record 6
The following is a DFT calculation (ωB97M-V/def2-TZVPD) of a molecular structure, C13H15BaIN2O2.

Properties
Relative energy (zero: lowest compared OMol25 entry of this formula, charge and spin) (kcal per mole): 0.0
Highest occupied orbital energy (Ha): -0.2801

```
! RIJCOSX wB97M-V def2-TZVPD def2/J DEFGRID3
* xyz 0 1
C -2.452 1.057 -3.312
C -2.593 2.029 -1.963
H -1.430 0.988 -3.737
H -3.041 1.546 -4.081
H -2.903 0.051 -3.202
H -1.656 2.533 -1.644
H -3.246 2.842 -2.294
H -3.133 1.563 -1.111
C 1.903 -1.905 -1.204
C 2.988 -2.684 -0.792
C 3.609 -2.355 0.418
C 3.098 -1.294 1.166
H 1.382 -2.110 -2.151
H 3.315 -3.510 -1.420
H 4.472 -2.911 0.782
H 3.549 -0.991 2.112
N 1.420 -0.883 -0.497
C 1.965 -0.591 0.705
C 1.286 0.444 1.529
N 0.218 1.075 0.986
C -0.509 1.907 1.748
C 0.960 1.602 3.635
C -0.177 2.200 3.083
H -1.395 2.359 1.279
H -0.807 2.882 3.652
C 1.697 0.714 2.852
H 2.579 0.208 3.236
H 1.272 1.810 4.657
Ba -1.150 0.124 -1.500
I -0.469 -1.927 -4.127
O -3.272 -1.202 -0.711
C -2.690 -1.701 0.308
O -1.509 -1.460 0.677
H -3.282 -2.410 0.923
*
```



Record 7
The following is a DFT calculation (ωB97M-V/def2-TZVPD) of 8 unconnected molecules or ions with the total composition C48H120N8O16.

Properties
Relative energy (zero: lowest compared OMol25 entry of this formula, charge and spin) (kcal per mole): 183.1
Highest occupied orbital energy (spin up / spin down) (Ha): -0.3395 / -0.3395

```
! RIJCOSX wB97M-V def2-TZVPD def2/J DEFGRID3
* xyz 1 2
C -1.798 2.260 1.902
O -1.612 1.761 0.537
C -0.418 2.048 -0.115
C -0.183 1.145 -1.246
N 0.097 -0.227 -0.751
C -0.273 -1.136 -1.798
C 0.836 -1.235 -2.912
O 0.491 -2.343 -3.797
C 1.389 -2.617 -4.877
H -1.463 3.271 2.137
H -1.099 1.681 2.506
H -2.797 2.028 2.270
H 0.311 1.993 0.693
H -0.493 3.086 -0.439
H 0.626 1.559 -1.848
H -1.101 1.228 -1.827
H -0.299 -0.432 0.155
H -1.278 -1.046 -2.210
H -0.281 -2.137 -1.366
H 1.811 -1.470 -2.484
H 0.724 -0.240 -3.343
H 2.372 -2.897 -4.499
H 1.690 -1.786 -5.514
H 1.054 -3.510 -5.404
C 3.865 -5.791 -6.303
O 3.979 -6.979 -7.111
C 3.203 -8.087 -6.544
C 4.259 -9.278 -6.840
N 4.059 -10.000 -8.124
C 3.954 -9.252 -9.353
C 3.744 -10.151 -10.577
O 4.525 -11.214 -10.896
C 5.714 -10.974 -11.791
H 4.236 -5.992 -5.298
H 2.849 -5.399 -6.264
H 4.573 -5.110 -6.775
H 2.210 -8.234 -6.967
H 3.114 -7.904 -5.473
H 4.202 -9.978 -6.007
H 5.241 -8.826 -6.708
H 3.272 -10.623 -8.013
H 4.888 -8.718 -9.524
H 3.134 -8.543 -9.234
H 3.599 -9.415 -11.368
H 2.760 -10.577 -10.380
H 6.279 -11.871 -12.047
H 6.339 -10.221 -11.311
H 5.513 -10.485 -12.744
C -0.387 0.609 5.746
O 0.570 1.584 6.012
C 1.248 2.216 4.891
C 1.907 3.477 5.427
N 3.064 2.946 6.124
C 4.034 3.827 6.835
C 5.111 2.829 7.392
O 4.724 1.933 8.471
C 5.853 1.207 9.032
H -1.285 1.049 5.313
H -0.792 0.372 6.730
H 0.051 -0.240 5.221
H 0.528 2.533 4.137
H 1.918 1.573 4.320
H 1.303 3.868 6.247
H 2.171 4.240 4.695
H 2.812 2.251 6.812
H 3.583 4.274 7.720
H 4.526 4.617 6.267
H 5.993 3.404 7.673
H 5.569 2.336 6.534
H 6.451 0.760 8.237
H 5.453 0.346 9.569
H 6.446 1.830 9.701
C 3.593 2.634 -1.061
O 4.496 2.864 0.038
C 4.139 3.841 1.040
C 4.374 5.271 0.553
N 4.980 6.191 1.397
C 6.440 6.000 1.778
C 6.990 7.141 2.695
O 8.480 7.094 2.891
C 9.074 5.997 3.497
H 3.347 1.585 -1.225
H 4.259 3.105 -1.784
H 2.713 3.235 -0.831
H 4.880 3.622 1.809
H 3.125 3.586 1.348
H 3.380 5.719 0.528
H 4.739 5.264 -0.474
H 4.441 6.295 2.245
H 6.953 5.974 0.817
H 6.377 5.124 2.423
H 6.438 7.094 3.634
H 6.649 8.051 2.201
H 8.566 5.949 4.461
H 10.158 5.921 3.582
H 8.793 5.100 2.945
C -7.243 -0.689 11.328
O -6.447 -1.115 10.362
C -7.004 -2.112 9.396
C -6.251 -2.428 8.125
N -6.172 -1.192 7.410
C -6.125 -1.466 6.021
C -6.289 -0.161 5.155
O -5.360 0.754 5.435
C -5.349 1.796 4.567
H -8.111 -0.227 10.856
H -6.729 0.082 11.902
H -7.451 -1.361 12.161
H -7.929 -1.695 8.998
H -7.318 -2.956 10.011
H -6.696 -3.260 7.580
H -5.239 -2.711 8.415
H -5.455 -0.522 7.649
H -7.010 -2.067 5.814
H -5.256 -1.972 5.601
H -7.257 0.335 5.225
H -6.159 -0.342 4.088
H -6.295 2.304 4.381
H -4.854 1.421 3.671
H -4.757 2.673 4.832
C -4.201 6.085 0.931
O -3.074 5.760 1.692
C -3.061 6.280 3.056
C -1.704 6.338 3.829
N -1.753 6.817 5.171
C -2.087 5.714 6.060
C -2.460 6.441 7.339
O -3.776 6.849 7.309
C -4.511 7.320 8.429
H -4.180 7.173 0.996
H -5.175 5.758 1.295
H -3.917 5.943 -0.112
H -3.836 5.832 3.677
H -3.346 7.331 3.104
H -1.222 7.213 3.393
H -0.866 5.656 3.681
H -2.486 7.510 5.109
H -1.240 5.027 6.073
H -2.900 5.061 5.742
H -1.886 7.306 7.672
H -2.508 5.737 8.170
H -4.295 8.330 8.779
H -4.306 6.630 9.247
H -5.565 7.206 8.179
C -0.201 1.482 -5.060
O -1.656 1.495 -5.254
C -2.233 0.248 -4.910
C -3.435 0.085 -5.803
N -4.431 1.100 -5.441
C -5.410 1.257 -6.535
C -4.873 2.134 -7.797
O -3.712 1.548 -8.358
C -2.618 2.457 -8.606
H 0.299 0.559 -5.355
H 0.097 1.853 -4.079
H 0.126 2.287 -5.717
H -2.580 0.272 -3.877
H -1.571 -0.607 -5.044
H -3.884 -0.899 -5.667
H -2.979 0.123 -6.792
H -3.902 1.954 -5.336
H -6.303 1.663 -6.059
H -5.675 0.276 -6.928
H -4.879 3.096 -7.285
H -5.668 2.134 -8.542
H -2.210 2.844 -7.673
H -2.983 3.311 -9.177
H -1.895 1.972 -9.263
C -2.628 -3.936 -6.299
O -2.253 -4.298 -5.037
C -2.136 -5.689 -4.762
C -0.744 -6.146 -5.272
N 0.391 -5.940 -4.436
C 0.647 -7.058 -3.568
C 1.862 -6.835 -2.656
O 1.666 -6.162 -1.422
C 1.471 -4.765 -1.574
H -3.613 -4.392 -6.396
H -2.060 -4.328 -7.143
H -2.773 -2.883 -6.540
H -2.939 -6.196 -5.296
H -2.160 -5.827 -3.681
H -0.446 -5.682 -6.213
H -0.688 -7.182 -5.606
H 0.098 -5.155 -3.870
H 0.843 -7.914 -4.213
H -0.232 -7.176 -2.934
H 2.786 -6.484 -3.116
H 2.144 -7.813 -2.266
H 1.405 -4.311 -0.585
H 0.616 -4.465 -2.181
H 2.385 -4.281 -1.918
*
```



Record 8
The following is a DFT calculation (ωB97M-V/def2-TZVPD) of 4 unconnected molecules or ions with the total composition C25H51BF9N2O10.

Properties
Highest occupied orbital energy (Ha): -0.3977

```
! RIJCOSX wB97M-V def2-TZVPD def2/J DEFGRID3
* xyz 1 1
C 2.874 -3.121 1.275
O 1.830 -3.906 0.667
B 1.829 -3.782 -0.696
O 2.664 -4.580 -1.404
C 0.765 -2.732 -1.306
O -0.336 -3.570 -1.691
C -1.491 -2.849 -2.042
N -2.328 -2.764 -0.851
C -1.323 -1.399 -2.559
N 0.074 -0.898 -2.802
C 0.247 0.394 -2.070
C -0.572 1.538 -2.713
C -1.093 2.495 -1.638
C -2.118 1.889 -0.659
O -1.541 1.456 0.576
C 1.136 -1.937 -2.574
C 2.570 -1.439 -2.798
F 2.511 -0.583 -3.857
F 3.276 -2.447 -3.250
C 3.388 -0.784 -1.636
F 4.267 -1.707 -1.249
F 2.676 -0.521 -0.555
C 4.309 0.432 -2.032
F 5.010 0.171 -3.091
F 5.195 0.521 -1.042
C 3.644 1.825 -2.092
F 2.953 2.117 -1.015
F 2.882 2.007 -3.157
F 4.624 2.696 -2.173
H 3.026 -3.526 2.273
H 3.839 -3.181 0.773
H 2.503 -2.103 1.417
H 2.245 -4.985 -2.177
H 0.427 -2.078 -0.495
H -2.042 -3.445 -2.774
H -3.189 -2.260 -1.040
H -2.494 -3.683 -0.459
H -1.880 -1.310 -3.489
H -1.845 -0.749 -1.866
H 0.120 -0.669 -3.797
H -0.083 0.273 -1.043
H 1.264 0.758 -2.023
H -1.341 1.179 -3.402
H 0.130 2.111 -3.323
H -1.546 3.377 -2.084
H -0.232 2.829 -1.053
H -2.723 1.104 -1.128
H -2.819 2.677 -0.382
H -1.468 0.494 0.537
H 0.974 -2.644 -3.392
C -7.169 -0.053 -0.766
O -6.269 -1.082 -0.379
C -5.987 -1.059 1.018
C -6.759 -2.134 1.755
O -8.151 -1.872 1.744
C -8.860 -2.664 0.805
H -7.484 -0.250 -1.790
H -8.051 -0.028 -0.125
H -6.667 0.921 -0.735
H -6.198 -0.073 1.441
H -4.915 -1.253 1.133
H -6.441 -2.135 2.803
H -6.543 -3.122 1.338
H -8.917 -3.701 1.150
H -8.394 -2.633 -0.183
H -9.870 -2.266 0.727
C -2.041 7.660 2.985
O -3.320 7.208 3.397
C -4.222 7.031 2.316
C -4.372 5.569 1.954
O -3.170 5.037 1.408
C -2.440 4.255 2.341
H -1.368 7.586 3.838
H -1.643 7.055 2.167
H -2.093 8.708 2.672
H -3.906 7.613 1.445
H -5.194 7.413 2.643
H -5.143 5.476 1.182
H -4.695 4.988 2.823
H -2.951 3.302 2.513
H -2.307 4.777 3.292
H -1.459 4.053 1.914
C 9.242 -3.364 0.799
O 9.097 -1.969 1.012
C 7.825 -1.477 0.629
C 6.938 -1.251 1.837
O 6.589 -2.481 2.455
C 7.332 -2.753 3.634
H 10.159 -3.685 1.290
H 8.404 -3.926 1.216
H 9.327 -3.576 -0.273
H 7.342 -2.152 -0.086
H 7.989 -0.517 0.128
H 6.003 -0.786 1.504
H 7.416 -0.572 2.549
H 7.008 -2.093 4.446
H 8.405 -2.633 3.471
H 7.135 -3.784 3.922
*
```



Record 9
The following is a DFT calculation (ωB97M-V/def2-TZVPD) of a molecular structure, C6H12O.

Properties
Relative energy (zero: lowest compared OMol25 entry of this formula, charge and spin) (kcal per mole): 105.2
Highest occupied orbital energy (Ha): -0.2476

```
! RIJCOSX wB97M-V def2-TZVPD def2/J DEFGRID3
* xyz 0 1
C 1.953 -0.506 -0.769
C 1.061 0.217 0.096
O 1.315 0.363 1.399
C 0.085 1.233 -0.423
C -1.274 1.088 0.258
C -1.750 -0.344 -0.015
C -0.607 -1.299 0.293
H 2.799 -1.007 -0.303
H 2.100 -0.110 -1.769
H 0.759 -1.133 -0.473
H 2.088 -0.173 1.630
H 0.543 2.214 -0.245
H -0.014 1.096 -1.505
H -1.156 1.251 1.337
H -1.974 1.846 -0.114
H -2.022 -0.420 -1.078
H -2.669 -0.551 0.553
H -0.722 -2.259 -0.235
H -0.516 -1.508 1.365
*
```



Record 10
The following is a DFT calculation (ωB97M-V/def2-TZVPD) of 2 unconnected molecules or ions with the total composition C6H13N2O3P.

Properties
Relative energy (zero: lowest compared OMol25 entry of this formula, charge and spin) (kcal per mole): 23.4
Structure (SMILES): C=N[P@@](C)(O)=NC(C)C.O=C=O
Highest occupied orbital energy (Ha): -0.3142

```
! RIJCOSX wB97M-V def2-TZVPD def2/J DEFGRID3
* xyz 0 1
C 2.266 -2.345 0.640
N 1.188 -2.702 0.153
P -0.266 -1.562 0.119
C -0.385 -1.523 -1.753
O -1.291 -2.703 0.570
N -0.858 -0.277 0.862
C -0.286 1.069 0.951
C -1.284 2.178 0.763
C 0.776 1.259 -0.173
H 2.536 -1.334 0.924
H 2.873 -3.198 0.773
H -0.189 -0.445 -2.103
H -1.401 -1.691 -1.935
H 0.387 -2.237 -2.103
H -1.661 -2.386 1.354
H 0.294 1.047 1.852
H -2.225 1.932 0.983
H -1.107 3.001 1.316
H -1.411 2.475 -0.256
H 0.931 0.372 -0.752
H 1.790 1.553 0.207
H 0.576 2.119 -0.854
O -3.889 -0.897 0.920
C -3.620 -0.481 -0.128
O -3.403 0.016 -1.158
*
```



| no. | maximum force (Eh/bohr) | total energy (Ha) |
| --- | --- | --- |
| 1 | 0.0617 | -340.60588 |
| 2 | 0.1212 | -2252.61345 |
| 3 | 0.0104 | -307.69908 |
| 4 | 0.1166 | -492.29630 |
| 5 | 0.0649 | -1250.40774 |
| 6 | 0.1426 | -1087.62578 |
| 7 | 0.1150 | -3541.66687 |
| 8 | 0.0406 | -2768.38102 |
| 9 | 0.0051 | -310.89167 |
| 10 | 0.0839 | -912.97664 |